Here is a cluster of 2 separate species, H3OP in total from OMol25. Energies are from ωB97M-V/def2-TZVPD.

Structure (XYZ):
```
5
Properties=species:S:1:pos:R:3:forces:R:3:mulliken_charge:R:1
O -2.33110 0.11143 0.09070 -1.3 1.0 -0.7 -0.432
P -0.87464 -0.12488 -0.07884 0.4 -1.6 0.7 0.248
H -0.54824 -0.90001 -1.26355 -0.1 0.4 0.4 0.092
H 1.96328 1.40854 0.61179 -0.1 0.0 0.0 0.013
H -0.75152 -1.09507 0.97791 1.1 0.2 -0.4 0.079
```
Forces are in eV/Å.

Calculated values
LUMO energy (alpha / beta)	-1.820 / -0.079	eV
energy relative to the best compared isomer or geometry (same formula, charge and spin)	375.4	kJ/mol
total charge	0
F_max	1.811	eV Å⁻¹
E	-11380.3860	eV